A structure of composition C31H39CoN5O2P2 in a non-equilibrium geometry. Source: OMol25; level of theory: wB97M-V/def2-TZVPD.

```
! wB97M-V def2-TZVPD RIJCOSX def2/J DEFGRID3
* xyz 0 4
Co 0.289 0.068 2.611
C -1.774 1.866 -5.460
C -1.856 0.654 -4.895
C -1.075 -0.566 -5.293
C 0.289 -0.314 -5.970
C 1.212 0.554 -5.150
C 1.295 1.887 -5.168
C 0.516 2.831 -6.052
C -0.852 2.323 -6.560
C 1.739 0.473 3.919
H -2.517 2.635 -5.205
H -2.684 0.450 -4.194
H -1.666 -1.217 -5.963
H -0.908 -1.147 -4.374
H 0.775 -1.300 -6.066
H 0.133 0.053 -6.993
H 1.960 -0.034 -4.585
H 2.112 2.391 -4.623
H 1.104 3.144 -6.936
H 0.349 3.754 -5.477
H -1.336 3.183 -7.060
H -0.696 1.573 -7.347
H 1.242 1.239 4.536
H 2.699 0.887 3.583
H 1.945 -0.413 4.544
P 1.872 -0.479 1.252
P -1.104 -0.763 1.218
N 2.881 0.830 0.748
N 3.009 -1.743 1.671
N -1.813 0.530 0.285
N -2.486 -1.674 1.646
C 1.149 -1.060 -0.302
C -0.208 -1.729 -0.021
C 2.710 2.166 1.125
C 3.623 2.931 0.414
C 4.366 2.045 -0.438
C 3.891 0.762 -0.213
C 3.899 -1.686 2.754
C 4.594 -2.886 2.815
C 4.127 -3.714 1.742
C 3.151 -2.998 1.067
C -2.025 1.836 0.741
C -2.498 2.598 -0.315
C -2.561 1.744 -1.464
C -2.146 0.485 -1.062
C -3.570 -1.961 0.807
C -4.376 -2.896 1.435
C -3.770 -3.211 2.697
C -2.601 -2.478 2.789
H 1.846 -1.744 -0.795
H 1.033 -0.168 -0.939
H -0.817 -1.823 -0.924
H -0.081 -2.733 0.420
H 1.962 2.431 1.861
H 3.737 4.001 0.479
H 5.150 2.320 -1.129
H 4.165 -0.191 -0.642
H 3.928 -0.817 3.393
H 5.346 -3.142 3.546
H 4.455 -4.716 1.505
H 2.541 -3.268 0.221
H -1.842 2.103 1.771
H -2.769 3.641 -0.281
H -2.862 2.010 -2.465
H -2.054 -0.433 -1.623
H -3.665 -1.469 -0.149
H -5.281 -3.321 1.030
H -4.144 -3.902 3.438
H -1.836 -2.454 3.552
O -1.875 2.174 3.795
C -1.816 1.142 4.463
C -2.558 0.898 5.771
C -2.048 -0.430 6.266
C -1.069 -0.898 5.192
O -0.431 -1.944 5.211
N -1.052 0.033 4.155
H -2.344 1.709 6.478
H -3.640 0.877 5.585
H -1.531 -0.343 7.229
H -2.855 -1.165 6.374
*
```

Results
ΔE to the lowest compared entry with this formula, charge and spin	0.0	kcal per mole
HOMO-LUMO gap (alpha / beta)	6.257 / 7.856	eV
⟨S²⟩	3.772
DFT total energy	-100527.0326	eV
LUMO level (alpha / beta)	-0.0051 / -0.0293	Ha


A structure of composition C31H39InN6PS2 in a non-equilibrium geometry. Source: OMol25; level of theory: wB97M-V/def2-TZVPD.

```
! wB97M-V def2-TZVPD RIJCOSX def2/J DEFGRID3
* xyz 1 1
In 5.986 10.578 17.133
C 8.471 6.687 15.991
C 7.267 7.345 16.137
N 6.979 8.493 15.508
C 7.930 9.076 14.780
C 9.177 8.418 14.661
N 9.455 7.266 15.253
C 7.632 10.357 14.105
C 8.106 10.542 12.808
C 7.871 11.745 12.162
C 7.042 12.695 12.848
C 6.569 12.416 14.146
N 6.895 11.272 14.776
C 5.858 13.407 14.961
C 5.620 14.721 14.544
N 5.049 15.611 15.335
C 4.529 15.149 16.473
C 4.723 13.843 16.883
N 5.431 12.983 16.125
C 8.424 11.965 10.749
C 8.404 10.931 9.833
C 9.034 11.097 8.636
N 9.687 12.214 8.254
C 9.679 13.189 9.153
C 9.062 13.113 10.379
H 8.662 5.725 16.491
H 6.495 6.956 16.778
H 9.988 8.909 14.110
H 8.707 9.784 12.354
H 6.789 13.660 12.387
H 5.948 15.148 13.593
H 3.863 15.784 17.020
H 4.275 13.512 17.793
H 7.899 10.004 10.046
H 9.151 10.302 7.921
H 10.251 14.104 8.926
H 9.184 13.954 11.064
C 9.126 13.375 19.217
C 8.798 11.928 18.935
S 8.528 11.600 17.269
C 8.850 11.061 19.961
C 9.089 11.498 21.393
S 8.390 9.340 19.650
H 9.825 13.764 18.456
H 9.581 13.520 20.202
H 8.212 13.993 19.200
H 8.342 12.214 21.721
H 10.015 12.044 21.451
H 9.074 10.637 22.078
C 11.312 9.367 17.870
C 10.949 7.963 18.438
C 12.239 7.080 18.622
P 9.935 8.092 19.886
C 10.948 8.401 21.387
C 11.689 7.153 21.996
C 11.971 9.555 21.239
C 8.976 6.593 20.161
C 8.515 6.431 21.616
C 9.668 5.307 19.661
H 11.713 9.243 16.907
H 12.037 9.891 18.462
H 10.413 9.996 17.731
H 10.303 7.486 17.680
H 12.976 7.635 19.191
H 12.694 6.933 17.634
H 11.946 6.128 19.059
H 10.198 8.624 22.135
H 12.699 7.149 21.585
H 11.247 6.192 21.828
H 11.753 7.379 23.069
H 12.724 9.251 20.521
H 12.411 9.763 22.194
H 11.503 10.491 20.877
H 8.133 6.717 19.533
H 9.344 6.083 22.252
H 7.682 5.736 21.579
H 8.201 7.348 22.041
H 10.563 5.012 20.200
H 10.000 5.484 18.625
H 8.981 4.495 19.732
*
```

Results
ΔE to the lowest compared entry with this formula, charge and spin	0.0	kcal per mole
HOMO-LUMO gap	6.495	eV
DFT total energy	-77848.4613	eV
LUMO level	-0.1121	Ha